A cluster of 8 separate species, C8H32O8 in total in a non-equilibrium geometry. Source: OMol25; level of theory: ωB97M-V/def2-TZVPD.

Results
HOMO-LUMO gap	9.92	eV
ΔE to the lowest compared entry with this formula, charge and spin	116.51	kcal/mol
M	256.34	g mol⁻¹
HOMO level	-9.68	eV
spin multiplicity	1
SMILES	CO.CO.CO.CO.CO.CO.CO.CO
total energy	-25189.7464	eV

Each atom is followed by the atoms it is bonded to, with distances in Å.
Positions of all 48 atoms, in Å:
1 C -0.1068 -1.2637 -3.0665  O2 1.353, H3 1.090, H4 1.090, H5 1.090
2 O -0.7375 -1.3658 -4.2595  C1 1.353, H6 0.960
3 H -0.7897 -1.6379 -2.3038  C1 1.090
4 H 0.8588 -1.7605 -3.1611  C1 1.090
5 H -0.0236 -0.2082 -2.8075  C1 1.090
6 H -1.6334 -1.0610 -4.0980  O2 0.960
7 C 2.3200 0.5967 2.3168  O8 1.370, H9 1.090, H10 1.090, H11 1.090
8 O 1.6717 1.7961 2.4499  C7 1.370, H12 0.960
9 H 3.2740 0.6588 2.8404  C7 1.090
10 H 1.7021 -0.1852 2.7583  C7 1.090
11 H 2.5277 0.2942 1.2905  C7 1.090
12 H 2.0830 2.1909 3.2223  O8 0.960
13 C -3.0877 2.4057 -0.5580  O14 1.472, H15 1.090, H16 1.090, H17 1.090
14 O -3.2755 1.9805 -1.9544  C13 1.472, H18 0.960
15 H -3.9212 3.1069 -0.5169  C13 1.090
16 H -3.1685 1.5112 0.0596  C13 1.090
17 H -2.1150 2.8912 -0.4784  C13 1.090
18 H -3.5326 1.0627 -1.8399  O14 0.960
19 C -0.0845 -0.0263 -0.0276  O20 1.413, H21 1.090, H22 1.090, H23 1.090
20 O -0.3772 1.0873 0.7913  C19 1.413, H24 0.960
21 H 0.0484 -0.8981 0.6131  C19 1.090
22 H -0.8650 -0.2149 -0.7647  C19 1.090
23 H 0.8972 0.0583 -0.4936  C19 1.090
24 H 0.4243 1.6093 0.8730  O20 0.960
25 C 0.8832 3.2187 -2.5947  O26 1.399, H27 1.090, H28 1.090, H29 1.090
26 O 0.5027 2.5830 -3.7817  C25 1.399, H30 0.960
27 H 0.3000 4.0758 -2.2580  C25 1.090
28 H 0.8481 2.5633 -1.7245  C25 1.090
29 H 1.8987 3.6136 -2.6248  C25 1.090
30 H 0.3087 3.2680 -4.4258  O26 0.960
31 C 1.8902 -3.5948 2.1872  O32 1.376, H33 1.090, H34 1.090, H35 1.090
32 O 1.7573 -3.2236 0.8686  C31 1.376, H36 0.960
33 H 2.4750 -4.5046 2.3224  C31 1.090
34 H 1.9569 -2.7358 2.8548  C31 1.090
35 H 0.9099 -3.9089 2.5453  C31 1.090
36 H 2.5464 -3.1272 0.3304  O32 0.960
37 C -0.3583 -5.6622 -0.0798  O38 1.459, H39 1.090, H40 1.090, H41 1.090
38 O -0.6776 -4.2430 0.0336  C37 1.459, H42 0.960
39 H -0.1917 -5.9953 0.9446  C37 1.090
40 H -1.1149 -6.2453 -0.6047  C37 1.090
41 H 0.5504 -5.7896 -0.6681  C37 1.090
42 H 0.1412 -3.7870 0.2415  O38 0.960
43 C -1.4116 3.6470 2.4572  O44 1.397, H45 1.090, H46 1.090, H47 1.090
44 O -0.4335 3.4361 3.4324  C43 1.397, H48 0.960
45 H -0.8463 3.9666 1.5818  C43 1.090
46 H -1.9554 2.7261 2.2467  C43 1.090
47 H -2.1792 4.3681 2.7383  C43 1.090
48 H 0.1104 2.7221 3.0920  O44 0.960

A cluster of 8 separate species, C8H32O8 in total in a non-equilibrium geometry. Source: OMol25; level of theory: ωB97M-V/def2-TZVPD.

Results
HOMO-LUMO gap	9.51	eV
ΔE to the lowest compared entry with this formula, charge and spin	211.00	kcal/mol
M	256.34	g mol⁻¹
HOMO level	-9.34	eV
spin multiplicity	1
SMILES	CO.CO.CO.CO.CO.CO.CO.CO
total energy	-25185.6488	eV

Each atom is followed by the atoms it is bonded to, with distances in Å.
Positions of all 48 atoms, in Å:
1 C -1.9903 3.1030 0.4227  O2 1.434, H3 1.078, H4 1.188, H5 0.936
2 O -0.7983 2.7560 -0.2943  C1 1.434, H6 1.013
3 H -2.4113 2.2520 0.9327  C1 1.078
4 H -2.8343 3.0840 -0.4133  C1 1.188
5 H -1.9863 3.8420 0.9977  C1 0.936
6 H -1.2103 2.6080 -1.2083  O2 1.013
7 C 0.6867 3.1560 -3.4023  O8 1.449, H9 1.019, H10 1.118, H11 1.093
8 O 0.2707 1.7770 -3.2473  C7 1.449, H12 0.832
9 H -0.2063 3.6440 -3.4583  C7 1.019
10 H 1.4087 3.2830 -4.2463  C7 1.118
11 H 1.3467 3.5590 -2.6293  C7 1.093
12 H -0.3863 1.6730 -3.7473  O8 0.832
13 C -2.9313 1.4230 -2.7253  O14 1.390, H15 1.081, H16 1.135, H17 1.016
14 O -2.7803 2.7320 -3.1693  C13 1.390, H18 1.055
15 H -3.0483 1.2850 -1.6593  C13 1.081
16 H -2.1083 0.6840 -2.9813  C13 1.135
17 H -3.7453 0.9340 -3.0853  C13 1.016
18 H -3.7163 2.9960 -3.5773  O14 1.055
19 C 1.9657 0.1270 3.0897  O20 1.457, H21 0.970, H22 1.142, H23 1.114
20 O 3.0657 -0.6740 3.6107  C19 1.457, H24 1.091
21 H 1.5877 0.7110 3.7657  C19 0.970
22 H 1.3107 -0.6590 2.5827  C19 1.142
23 H 2.4327 0.6360 2.2157  C19 1.114
24 H 2.8607 -0.5530 4.6757  O20 1.091
25 C 1.9897 -3.9820 2.4677  O26 1.397, H27 0.951, H28 1.153, H29 1.019
26 O 0.6967 -4.1610 1.9707  C25 1.397, H30 1.127
27 H 2.3897 -3.1750 2.1617  C25 0.951
28 H 2.8277 -4.7660 2.3587  C25 1.153
29 H 2.1407 -3.7170 3.4397  C25 1.019
30 H 0.1497 -3.2520 2.3507  O26 1.127
31 C 0.2647 -0.6170 -0.1723  O32 1.397, H33 1.074, H34 1.107, H35 1.129
32 O -0.7293 -0.1380 0.6837  C31 1.397, H36 0.973
33 H 1.2747 -0.6370 0.1917  C31 1.074
34 H 0.2147 -0.1960 -1.1953  C31 1.107
35 H 0.0417 -1.7240 -0.1753  C31 1.129
36 H -1.0213 0.6960 0.2757  O32 0.973
37 C -1.7533 -2.3160 4.5437  O38 1.403, H39 1.087, H40 1.144, H41 1.068
38 O -1.6173 -2.4930 3.1587  C37 1.403, H42 0.936
39 H -1.9813 -3.2560 5.0407  C37 1.087
40 H -2.7253 -1.7170 4.6157  C37 1.144
41 H -1.0713 -1.6990 5.0867  C37 1.068
42 H -1.6513 -1.6810 2.6947  O38 0.936
43 C 2.3937 -1.2720 -3.6573  O44 1.427, H45 1.096, H46 1.152, H47 1.123
44 O 1.9957 -0.0440 -4.2663  C43 1.427, H48 0.955
45 H 2.8227 -1.8530 -4.4813  C43 1.096
46 H 1.5677 -1.7440 -3.0083  C43 1.152
47 H 3.3087 -1.0530 -3.0433  C43 1.123
48 H 1.6877 0.4190 -3.4903  O44 0.955

A cluster of 12 separate species, C8H34O11 in total in a non-equilibrium geometry. Source: OMol25; level of theory: ωB97M-V/def2-TZVPD.

Results
HOMO-LUMO gap	8.40	eV
ΔE to the lowest compared entry with this formula, charge and spin	61.28	kcal/mol
M	306.35	g mol⁻¹
HOMO level	-8.16	eV
spin multiplicity	1
SMILES	C=C(C)/C=C/C=C/C.O.O.O.O.O.O.O.O.O.O.O
total energy	-31366.3909	eV

Each atom is followed by the atoms it is bonded to, with distances in Å.
Positions of all 53 atoms, in Å:
1 C -2.5153 1.0223 -2.8370  C2 1.551, H9 1.066, H10 1.090, H11 1.098
2 C -1.1015 1.4163 -2.3358  C1 1.551, C3 1.261, C5 1.490
3 C -0.0805 1.6265 -3.0456  C2 1.261, H12 1.057, H13 1.160
4 C -0.1572 0.4205 -0.2913  C5 1.320, C8 1.463, H14 1.058
5 C -0.8781 1.3671 -0.8637  C2 1.490, C4 1.320, H15 1.067
6 C 1.6519 -0.5903 2.8987  C7 1.463, H16 1.158, H17 1.131, H18 1.133
7 C 1.2608 -0.4531 1.4959  C6 1.463, C8 1.400, H19 1.053
8 C 0.4583 0.5935 1.0251  C4 1.463, C7 1.400, H20 1.104
9 H -2.7817 0.3223 -2.0779  C1 1.066
10 H -2.4578 0.4617 -3.7704  C1 1.090
11 H -3.1424 1.9193 -2.9291  C1 1.098
12 H 0.9579 1.5849 -2.8518  C3 1.057
13 H -0.1314 1.8242 -4.1871  C3 1.160
14 H 0.0615 -0.5018 -0.7616  C4 1.058
15 H -1.3064 2.1860 -0.3314  C5 1.067
16 H 1.1933 -1.6183 3.1715  C6 1.158
17 H 2.7652 -0.6961 3.0654  C6 1.131
18 H 1.2900 0.2041 3.6215  C6 1.133
19 H 1.7533 -1.1989 0.9398  C7 1.053
20 H -0.0037 1.2724 1.7632  C8 1.104
21 H -1.2559 -3.9573 2.0599  O23 0.961
22 H -0.8650 -2.4651 2.2913  O23 1.015
23 O -0.5285 -3.4185 2.3840  H21 0.961, H22 1.015
24 H 2.4889 1.5233 -1.2497  O26 0.926
25 H 2.3960 -0.0324 -1.2633  O26 0.964
26 O 2.9726 0.7364 -1.1902  H24 0.926, H25 0.964
27 H 1.3781 3.3410 1.6637  O29 0.997
28 H 0.8146 4.3566 0.6005  O29 0.970
29 O 0.5797 3.5653 1.1105  H27 0.997, H28 0.970
30 H -0.7797 -1.8117 -2.3940  O32 0.928
31 H -0.2499 -2.2153 -3.8055  O32 0.970
32 O -0.0714 -1.7271 -2.9870  H30 0.928, H31 0.970
33 H -1.6642 -1.3689 0.2119  O35 0.970
34 H -2.8097 -1.8138 -0.9209  O35 1.058
35 O -1.8039 -1.8801 -0.6004  H33 0.970, H34 1.058
36 H -1.1712 2.8902 1.6758  O38 0.912
37 H -2.2407 2.6495 2.8263  O38 0.933
38 O -1.7337 2.3227 2.1145  H36 0.912, H37 0.933
39 H 3.0484 1.5396 2.2936  O41 0.940
40 H 2.6737 1.6355 0.8493  O41 0.965
41 O 2.8692 2.1751 1.6245  H39 0.940, H40 0.965
42 H -3.8038 -0.6717 1.2594  O44 1.018
43 H -3.1465 0.6708 1.1199  O44 0.939
44 O -4.0159 0.3188 1.1542  H42 1.018, H43 0.939
45 H 2.0029 -1.8686 -2.7430  O47 0.940
46 H 3.5098 -1.3833 -2.6772  O47 0.930
47 O 2.8533 -1.8480 -3.1437  H45 0.940, H46 0.930
48 H -1.6866 -1.2223 3.7820  O50 0.939
49 H -1.5711 -0.2848 2.5939  O50 0.919
50 O -1.9033 -1.0929 2.8780  H48 0.939, H49 0.919
51 H 2.9427 -3.6098 -0.6630  O53 1.035
52 H 1.7461 -3.2596 -1.6177  O53 0.867
53 O 2.1885 -2.9563 -0.9360  H51 1.035, H52 0.867